# 1
{
  "formula": "C9H17N",
  "method": "ωB97M-V with the def2-TZVPD basis set",
  "charge": 0,
  "homo_lumo_gap_ev": 8.40,
  "total_energy_ha": -407.84260,
  "smiles": "CC1=C(N)C(C)(C)C1(C)C",
  "lumo_energy_ev": 0.83,
  "symbols": ["N", "C", "C", "C", "C", "C", "C", "C", "C", "C", "H", "H", "H", "H", "H", "H", "H", "H", "H", "H", "H", "H", "H", "H", "H", "H", "H"],
  "coordinates": [[-1.614, -1.912, -0.928], [-0.895, 1.032, -2.337], [2.012, 0.461, -0.432], [0.388, 2.081, 0.545], [-0.840, -0.275, 1.998], [0.552, 0.705, -0.079], [0.830, -1.886, 1.074], [-0.462, 0.317, -1.101], [-0.869, -0.823, -0.502], [-0.080, -0.713, 0.755], [0.271, -2.686, 1.563], [-2.143, -1.759, -1.774], [2.374, 1.267, -1.073], [-0.544, 0.529, -3.241], [1.276, -2.296, 0.171], [-1.983, 1.100, -2.400], [-1.569, 0.497, 1.764], [-0.156, 0.110, 2.755], [-0.660, 2.332, 0.693], [-1.360, -1.128, 2.440], [2.137, -0.483, -0.956], [-2.151, -2.371, -0.206], [-0.502, 2.048, -2.355], [0.828, 2.846, -0.098], [0.902, 2.127, 1.506], [1.622, -1.575, 1.756], [2.637, 0.454, 0.462]]
}


# 2
{
  "formula": "C4H12N2O",
  "method": "ωB97M-V with the def2-TZVPD basis set",
  "charge": 0,
  "homo_lumo_gap_ev": 10.10,
  "total_energy_ha": -344.15211,
  "lumo_energy_ev": 0.69,
  "symbols": ["O", "N", "N", "C", "C", "C", "C", "H", "H", "H", "H", "H", "H", "H", "H", "H", "H", "H", "H"],
  "coordinates": [[-0.665, 0.015, 1.248], [-2.063, 0.065, -0.469], [2.892, 0.502, 0.176], [2.481, -0.988, -0.292], [-0.991, 0.508, 0.227], [-2.309, -1.224, 0.106], [-0.533, 1.992, -0.095], [1.896, 0.664, 0.519], [-3.057, -1.361, 1.114], [-2.778, -2.017, -0.622], [2.970, -1.516, -1.335], [-2.293, 0.322, -1.515], [2.321, -1.767, 0.526], [-1.258, -1.265, 0.629], [1.364, -0.816, -0.802], [-1.068, 2.833, 0.596], [3.505, -0.173, 1.123], [0.523, 1.978, -0.075], [-0.938, 2.249, -1.058]]
}


# 3
{
  "formula": "C18H17ClFN3O3",
  "method": "ωB97M-V with the def2-TZVPD basis set",
  "charge": 0,
  "homo_lumo_gap_ev": 9.36,
  "total_energy_ha": -1646.16600,
  "smiles": "CCC(=O)c1ccc(F)c([C@@H]2C[C@@H]2NC(=O)Nc2ccc(Cl)cn2)c1O",
  "lumo_energy_ev": 0.28,
  "symbols": ["Cl", "F", "O", "O", "O", "N", "N", "N", "C", "C", "C", "C", "C", "C", "C", "C", "C", "C", "C", "C", "C", "C", "C", "C", "C", "C", "H", "H", "H", "H", "H", "H", "H", "H", "H", "H", "H", "H", "H", "H", "H", "H", "H"],
  "coordinates": [[0.755, -0.359, 5.897], [-1.956, -2.151, 1.144], [2.677, -0.049, -1.700], [0.314, 1.259, -1.441], [0.200, 3.833, 1.503], [2.200, -1.248, 2.198], [1.852, -1.841, -0.546], [2.961, 0.085, 0.411], [2.435, -0.026, 1.666], [1.454, -0.279, 4.248], [0.882, 4.566, -1.338], [-0.399, 0.869, -0.341], [1.753, -1.375, 3.452], [-1.533, -0.871, 0.948], [-1.420, 1.432, 1.799], [2.264, 1.109, 2.447], [-1.859, 0.065, 1.939], [1.777, 1.013, 3.754], [-0.311, -2.961, -1.167], [0.838, -2.057, -1.566], [-0.253, 3.247, 0.531], [-0.811, -0.469, -0.212], [-0.460, 4.040, -0.765], [-0.545, -1.454, -1.374], [-0.714, 1.828, 0.639], [2.545, -0.645, -0.662], [1.613, 1.890, 4.364], [0.822, 5.002, -2.349], [1.492, -2.364, 3.813], [-0.910, 3.429, -1.544], [1.619, -2.130, 0.386], [-1.659, 2.161, 2.611], [-1.155, -1.245, -2.241], [1.207, -2.131, -2.592], [1.643, 3.748, -1.371], [1.023, 0.626, -1.652], [2.489, 2.079, 2.043], [1.195, 5.366, -0.625], [3.285, 0.993, 0.235], [-0.358, -3.287, -0.122], [-1.084, 4.881, -0.603], [-2.395, -0.202, 2.827], [-0.718, -3.621, -1.887]]
}


# 4
{
  "formula": "C13H39N13O26",
  "method": "ωB97M-V with the def2-TZVPD basis set",
  "charge": 0,
  "homo_lumo_gap_ev": 10.13,
  "total_energy_ha": -3185.42502,
  "lumo_energy_ev": -0.78,
  "symbols": ["O", "O", "O", "O", "O", "O", "O", "O", "O", "O", "O", "O", "O", "O", "O", "O", "O", "O", "O", "O", "O", "O", "O", "O", "O", "O", "N", "N", "N", "N", "N", "N", "N", "N", "N", "N", "N", "N", "N", "C", "C", "C", "C", "C", "C", "C", "C", "C", "C", "C", "C", "C", "H", "H", "H", "H", "H", "H", "H", "H", "H", "H", "H", "H", "H", "H", "H", "H", "H", "H", "H", "H", "H", "H", "H", "H", "H", "H", "H", "H", "H", "H", "H", "H", "H", "H", "H", "H", "H", "H", "H"],
  "coordinates": [[-3.189, 3.477, 7.774], [-0.520, -3.917, 8.308], [-3.218, -1.083, -6.629], [-0.688, -1.744, 8.525], [6.171, 1.777, -4.333], [-7.047, 1.411, 1.318], [2.503, -1.942, -5.381], [-4.656, 1.942, 7.419], [2.612, -5.058, -0.929], [7.664, -0.709, 3.909], [0.283, 4.772, -4.517], [4.308, -3.827, -0.545], [-3.064, -1.797, -4.541], [0.699, -0.728, 2.066], [1.175, 5.501, 6.290], [-0.081, 5.473, 1.427], [-5.424, 0.209, 0.506], [-4.135, -8.228, -1.776], [2.825, -1.618, -7.505], [4.341, 2.902, -4.746], [7.730, -0.488, 1.767], [-1.236, 3.281, -3.866], [1.537, 4.321, 0.650], [-2.752, -8.526, -3.474], [2.644, 4.468, 7.563], [-1.202, 0.287, 1.944], [-0.560, 3.890, -4.706], [-3.714, -1.537, -5.618], [5.043, 2.216, -4.021], [2.363, -2.297, -6.588], [3.743, -4.932, -0.559], [-5.981, 1.306, 0.723], [-0.822, -2.793, 7.834], [7.163, -0.413, 2.827], [-0.350, -0.390, 1.428], [-4.100, 2.986, 7.085], [-3.191, -7.882, -2.555], [1.736, 4.482, 6.714], [0.903, 5.390, 0.729], [4.464, -6.228, -0.395], [-5.410, 2.556, 0.183], [-2.625, -6.518, -2.383], [1.592, -3.483, -6.916], [-0.582, -0.954, 0.121], [1.285, 3.135, 6.167], [5.787, 0.131, 2.769], [-5.192, -1.659, -5.526], [-0.972, 3.612, -6.142], [4.505, 1.924, -2.663], [1.305, 6.588, -0.012], [-1.403, -2.742, 6.427], [-4.468, 3.674, 5.827], [-5.508, -2.694, -5.650], [-1.859, -1.790, 6.157], [-5.496, -0.944, -6.291], [0.417, 6.792, -0.610], [-1.699, -6.413, -2.948], [-2.600, -6.356, -1.305], [0.349, -1.107, -0.425], [-3.384, -5.863, -2.810], [-4.462, 2.748, 0.687], [0.736, -3.476, -7.590], [-2.004, 3.956, -6.077], [5.568, 0.381, 1.731], [1.475, 7.484, 0.586], [5.174, -0.736, 3.015], [-1.159, -1.868, 0.261], [0.287, 3.244, 5.742], [-1.226, -0.237, -0.387], [-6.163, 3.300, 0.440], [-2.095, -3.585, 6.440], [5.656, 0.938, 3.490], [-4.395, 4.711, 6.158], [5.085, 2.613, -2.049], [2.120, 6.313, -0.681], [-3.671, 3.434, 5.123], [4.915, 0.918, -2.575], [1.936, 2.931, 5.317], [2.239, -4.120, -7.520], [-5.262, 2.434, -0.890], [-0.461, 4.316, -6.799], [-5.486, -1.363, -4.518], [-0.754, 2.556, -6.301], [1.338, -3.966, -5.972], [1.319, 2.370, 6.943], [5.481, -5.921, -0.639], [-0.652, -3.065, 5.706], [-5.459, 3.355, 5.506], [4.119, -6.928, -1.156], [4.352, -6.631, 0.611], [3.423, 2.049, -2.694]]
}


# 5
{
  "formula": "C7H16B4Br2ClFKLiNNaO12",
  "method": "ωB97M-V with the def2-TZVPD basis set",
  "charge": 0,
  "homo_lumo_gap_ev": 2.35,
  "total_energy_ha": -7811.24591,
  "lumo_energy_ev": -2.87,
  "symbols": ["Br", "Br", "K", "Cl", "Na", "F", "O", "O", "O", "O", "O", "O", "O", "O", "O", "O", "O", "O", "N", "C", "C", "C", "C", "C", "C", "C", "B", "B", "B", "B", "Li", "H", "H", "H", "H", "H", "H", "H", "H", "H", "H", "H", "H", "H", "H", "H", "H"],
  "coordinates": [[1.974, 4.376, 5.549], [4.896, 3.114, 3.690], [-0.282, -0.567, -4.732], [-1.960, 2.728, -4.118], [-4.436, -0.609, 1.153], [0.399, -1.214, 2.501], [-6.773, -3.886, 3.207], [-0.898, 0.022, 0.977], [-2.954, 2.117, -3.248], [-2.463, -0.367, -2.524], [-1.135, 3.617, -3.365], [-6.192, -1.827, 3.082], [-1.118, 1.663, -4.677], [-3.346, -1.105, -0.358], [-2.607, 3.411, -5.188], [0.263, 0.144, -1.125], [-7.416, -2.490, 4.816], [1.447, 0.243, 0.956], [2.503, -0.972, -0.888], [2.068, 3.508, 3.811], [3.505, -0.128, -1.615], [3.092, 2.405, 3.796], [5.116, -1.898, -0.778], [4.925, -0.404, -1.068], [-6.827, -2.733, 3.755], [-4.447, -1.736, -1.074], [-0.898, -0.118, -0.412], [1.405, -0.186, -0.382], [-2.342, -0.574, -1.188], [0.324, -0.337, 1.525], [-2.825, -3.711, -0.231], [-4.736, -2.628, -0.497], [-3.135, 0.296, -2.780], [3.486, -0.380, -2.676], [4.620, -2.139, 0.159], [3.052, 1.772, 4.677], [3.249, 0.923, -1.470], [4.598, -2.472, -1.550], [2.974, 1.788, 2.907], [-4.183, -2.082, -2.069], [1.072, 3.105, 3.642], [-5.340, -1.088, -1.053], [6.161, -2.189, -0.733], [5.622, -0.120, -1.860], [2.273, 4.284, 3.081], [5.094, 0.190, -0.172], [2.195, -1.749, -1.455]]
}


# 6
{
  "formula": "C10H26IN2O3",
  "method": "ωB97M-V with the def2-TZVPD basis set",
  "charge": -1,
  "homo_lumo_gap_ev": 6.57,
  "total_energy_ha": -1029.32238,
  "lumo_energy_ev": 3.15,
  "symbols": ["I", "O", "O", "O", "N", "N", "C", "C", "C", "C", "C", "C", "C", "C", "C", "C", "H", "H", "H", "H", "H", "H", "H", "H", "H", "H", "H", "H", "H", "H", "H", "H", "H", "H", "H", "H", "H", "H", "H", "H", "H", "H"],
  "coordinates": [[1.205, -1.597, 0.504], [-2.182, -1.981, 3.590], [0.910, 0.217, -3.733], [2.417, 2.799, -0.088], [0.636, 0.734, -0.926], [-0.956, 0.204, 1.722], [-2.299, -1.844, 2.188], [0.221, 1.699, 0.067], [-2.195, -0.492, 1.543], [-2.349, -0.425, 0.051], [1.482, 2.192, 0.807], [0.140, -0.665, -2.941], [-0.924, -2.066, 4.249], [3.788, 2.531, 0.151], [-0.421, 0.198, -1.786], [1.175, -0.405, -5.021], [-0.169, -1.735, 3.535], [4.463, 2.865, -0.637], [-1.554, -0.957, -0.471], [-0.448, 1.163, 0.740], [0.789, -0.135, -0.435], [0.265, -0.672, -5.558], [4.041, 1.550, 0.552], [-1.648, -2.583, 1.721], [-3.031, 0.072, 1.956], [-3.307, -2.229, 2.032], [1.694, -1.361, -4.954], [0.669, -1.505, -2.492], [-0.903, -1.367, 5.085], [-0.561, -0.245, 2.536], [-0.285, -0.087, 1.026], [-0.692, -1.022, -3.548], [4.062, 3.071, 1.057], [-3.204, -1.043, -0.223], [-2.407, 0.608, -0.294], [-0.312, 2.584, -0.278], [1.211, 2.920, 1.572], [-1.034, 0.940, -2.297], [1.996, 1.342, 1.255], [-1.164, -0.335, -1.193], [-0.940, -3.087, 4.632], [1.825, 0.147, -5.700]]
}